Entry 1:
Below is a cluster of 2 separate species, CH7PSi in total at a distorted geometry, with properties calculated with ωB97M-V/def2-TZVPD.

The geometry in XYZ format:
```
10
Properties=species:S:1:pos:R:3:nbo_charge:R:1
P -2.132 0.811 -2.183 0.022
H 1.349 0.058 0.106 0.226
H 3.571 0.241 2.175 -0.140
Si 2.545 -0.862 1.967 0.955
H 0.447 -1.619 0.461 0.256
C 1.253 -0.849 0.803 -1.111
H 2.427 -1.803 2.969 -0.187
H -2.057 1.380 -0.961 -0.011
H -0.808 1.309 -2.178 -0.002
H -1.892 -0.409 -1.554 -0.009
```

## Properties
- net charge = 0
- electronic energy (Eh) = -672.99737
- structure (SMILES) = C=[SiH2].P

---

Entry 2:
Below is a cluster of 2 separate species, C4H7N3O in total at a distorted geometry, with properties calculated with ωB97M-V/def2-TZVPD.

The geometry in XYZ format:
```
15
Properties=species:S:1:pos:R:3:nbo_charge:R:1
H 1.996 1.447 -0.354 0.435
N 2.335 -0.381 -0.294 -0.715
H 2.405 -0.501 0.952 0.300
N 0.673 1.791 -0.010 -0.770
N 0.873 -0.635 -0.030 -0.198
H 0.661 2.651 0.688 0.418
H -3.193 -0.142 0.065 0.470
C 0.142 -1.757 -0.200 -0.041
H 0.885 -2.693 0.113 0.235
C 0.027 0.518 -0.028 0.112
O -2.642 0.628 -0.231 -0.685
H 0.504 2.364 -0.729 0.390
C -1.321 -0.030 0.086 0.221
H -2.182 -1.848 -0.054 0.215
C -1.163 -1.414 0.027 -0.387
```

## Properties
- net charge = 0
- electronic energy (Eh) = -395.84452

---

Entry 3:
Below is a structure of composition C5H2OS at a distorted geometry, with properties calculated with ωB97M-V/def2-TZVPD.

The geometry in XYZ format:
```
9
Properties=species:S:1:pos:R:3:mulliken_charge:R:1
C 1.383 -0.562 -0.216 0.847
C -0.930 0.107 0.537 -0.412
C 1.520 1.184 0.204 -0.805
C 0.381 -1.354 -0.166 -0.701
H -1.490 -0.094 -1.443 0.169
C 0.347 0.583 0.289 0.945
S -2.369 0.062 -0.484 -0.109
O 2.414 0.293 -0.323 -0.203
H -1.257 -0.219 1.601 0.269
```

## Properties
- net charge = 0
- electronic energy (Eh) = -664.77101

---

Entry 4:
Below is the molecule C19H22ClN3O2 at a distorted geometry, with properties calculated with ωB97M-V/def2-TZVPD.

The geometry in XYZ format:
```
47
Properties=species:S:1:pos:R:3:nbo_charge:R:1
C -1.855 1.498 -1.406 -0.388
H -2.726 -1.007 -0.578 0.215
N 2.689 -1.603 -0.607 -0.438
H 3.514 -1.026 -3.233 0.205
H 4.133 -0.660 1.385 0.218
C 2.968 -2.977 -2.492 -0.410
H 4.777 -1.836 -0.587 0.189
C 1.375 1.342 1.305 0.460
N -0.586 1.801 1.977 -0.297
H -1.174 2.331 -1.575 0.210
C 3.934 -1.798 -2.588 -0.405
C -5.298 1.763 2.478 -0.045
H 2.779 -0.624 2.537 0.246
H -3.387 3.209 0.117 0.214
H -1.014 -1.129 -0.105 0.245
H -1.944 -0.259 -2.784 0.205
C 2.209 -1.312 0.616 0.691
H 1.151 -1.883 -2.003 0.192
C -1.404 0.126 -1.922 -0.393
H -3.033 -0.656 1.891 0.221
H 3.167 1.310 0.195 0.219
H 4.217 -0.228 -1.095 0.200
C -3.745 2.454 0.800 -0.205
C -4.650 0.544 2.592 -0.214
H -5.354 3.675 1.519 0.225
C -3.549 0.287 1.797 -0.212
C 2.827 1.062 1.202 -0.445
Cl -6.682 2.091 3.461 0.000
C -1.891 0.933 0.036 -0.161
C -0.669 1.271 0.801 0.491
O 0.551 0.974 0.301 -0.427
H 3.480 -3.851 -2.088 0.204
C -4.848 2.725 1.589 -0.227
C -3.093 1.232 0.887 0.091
H -5.002 -0.191 3.298 0.225
C 3.075 -0.429 1.505 -0.483
H -0.335 0.091 -2.123 0.203
C 4.001 -1.297 -1.145 -0.211
H 2.528 -3.242 -3.451 0.221
H 1.443 -3.255 -0.923 0.228
C -1.767 -0.493 -0.565 -0.400
H -2.850 1.769 -1.752 0.217
N 0.725 1.845 2.299 -0.291
C 1.931 -2.467 -1.500 -0.214
H 4.913 -2.079 -2.971 0.220
O 1.116 -1.715 0.978 -0.640
H 3.354 1.680 1.927 0.250
```

## Properties
- net charge = 0
- electronic energy (Eh) = -1512.14709
- structure (SMILES) = O=C(CCc1nnc(C2(c3ccc(Cl)cc3)CCC2)o1)N1CCCC1

---

Entry 5:
Below is a cluster of 2 separate species, C9H14O in total at a distorted geometry, with properties calculated with ωB97M-V/def2-TZVPD.

The geometry in XYZ format:
```
24
Properties=species:S:1:pos:R:3:mulliken_spin:R:1
H 1.234 2.652 -0.054 0.002
H -1.900 3.023 1.064 0.022
H 1.556 -2.685 3.409 0.000
C 1.007 -3.030 2.538 0.003
C 0.372 -1.883 1.710 0.009
C 0.280 -0.446 -1.114 0.236
H -0.346 -2.298 1.004 -0.003
H 0.135 -3.533 2.966 0.000
H -1.806 3.760 -0.646 0.028
H -1.688 -1.169 -1.338 0.001
H 1.541 -3.704 1.872 0.000
H -0.621 3.963 0.609 -0.001
C -1.315 3.237 0.164 -0.002
C 1.223 0.614 -0.870 0.084
C -1.600 0.880 -0.602 0.056
C 0.705 1.807 -0.477 0.052
C -0.709 1.921 -0.247 0.272
H 2.274 0.419 -1.032 -0.002
H 1.714 -1.695 -1.095 -0.003
H -0.241 -1.324 2.425 0.002
O 0.804 -1.632 -1.359 0.152
C -1.103 -0.327 -0.994 0.095
H 1.071 -1.164 1.297 -0.002
H -2.654 1.034 -0.417 0.001
```

## Properties
- net charge = +1
- electronic energy (Eh) = -426.25344
- spin multiplicity = 2

---

Entry 6:
Below is a cluster of 2 separate species, C5H11FN2 in total at a distorted geometry, with properties calculated with ωB97M-V/def2-TZVPD.

The geometry in XYZ format:
```
19
Properties=species:S:1:pos:R:3:nbo_charge:R:1
H 0.384 -0.215 -1.644 0.263
H -2.297 2.213 -0.163 0.242
H 3.519 -0.340 -0.052 0.228
H 1.407 0.394 1.213 0.209
H -0.245 -1.992 1.315 0.206
C 1.454 0.166 0.114 -0.159
H 2.552 -0.629 -1.438 0.225
H 3.183 1.023 -1.096 0.236
H -0.514 1.973 -0.150 0.220
C -1.102 -1.751 0.652 -0.415
C -1.506 1.834 0.477 -0.504
N -0.972 -0.412 0.139 0.041
C 0.279 -0.129 -0.500 -0.080
H -2.141 -1.590 1.214 0.259
C 2.743 0.133 -0.654 -0.657
H -1.798 2.349 1.422 0.236
N -1.742 0.429 0.732 -0.095
F -2.040 -0.804 -1.452 -0.724
H -1.165 -2.654 -0.131 0.268
```

## Properties
- net charge = 0
- electronic energy (Eh) = -406.29044